DFT (the ωB97M-V functional and the def2-TZVPD basis) results for a molecular structure, C6H4BF3NO3 in a non-equilibrium geometry.

Positions of all 18 atoms, in Å:
B: 1.28371 1.22806 0.19112
C: -0.44436 -1.63707 0.03329
C: 0.77666 -2.01520 -0.39841
C: 2.32474 -0.16332 -1.02388
C: -0.84546 -0.29673 0.09384
C: -0.20643 0.86897 -0.26569
C: -2.29342 -0.21069 0.15005
N: 1.63742 -1.09104 -0.89165
O: -0.82110 1.92422 -0.64110
O: 1.78085 2.44161 -0.12343
O: 1.84959 0.68212 1.35492
F: -2.83672 -1.17964 0.95405
F: -2.80720 1.01992 0.59985
F: -2.98688 -0.42992 -1.00321
H: -1.12998 -2.36280 0.31415
H: 0.88723 -2.99154 -0.55339
H: 1.29495 3.09136 -0.60253
H: 2.53642 1.12168 1.81204

Forces on atoms 1 to 3 (eV/Å):
B 0.133 0.626 1.344
C 2.238 2.017 -0.156
C -1.613 2.003 0.451

Calculated values
Total energy, hartree: -836.0441
Gap between HOMO and LUMO, eV: 7.12
HOMO energy, eV: -3.601
Total charge: -1

Löwdin population analysis, charges in e, atoms 1 to 2:
1 B -0.80
2 C -0.03